[1]
This record from OMol25 describes one molecule with the formula C3H6O2 at a distorted geometry. The level of theory is the ωB97M-V functional and the def2-TZVPD basis.

Summary:
* ΔE to the lowest compared entry with this formula, charge and spin: 215.4 kJ/mol
* structure (SMILES): COCC=O
* HOMO-LUMO gap: 0.38432 Ha
* LUMO level: 0.7 eV

XYZ file:
```
11
C3H6O2 | OMol25 | the ωB97M-V functional and the def2-TZVPD basis
C 0.7528 -1.1718 -0.6243
O 0.5748 -0.8588 0.7328
C -0.0309 0.4087 0.9028
C -1.0794 1.0903 -0.0379
O -1.9318 1.8309 0.3956
H -0.1862 -1.5954 -0.9751
H 0.9797 -0.2529 -1.1669
H 1.5207 -1.9603 -0.7381
H 0.7828 1.1421 0.7512
H -0.5058 0.2910 1.8841
H -0.8767 1.0763 -1.1241
```

Charges in e, computed with Mulliken, in the same order as the atoms: -0.620, -0.358, -0.322, 0.041, -0.437, 0.252, 0.301, 0.225, 0.324, 0.312, 0.282

[2]
This record from OMol25 describes C6H13N3O as an isolated structure at a distorted geometry. The level of theory is the ωB97M-V functional and the def2-TZVPD basis.

Summary:
* ΔE to the lowest compared entry with this formula, charge and spin: 791.9 kJ/mol
* HOMO-LUMO gap: 0.33763 Ha
* LUMO level: 0.8 eV

XYZ file:
```
23
C6H13N3O | OMol25 | the ωB97M-V functional and the def2-TZVPD basis
C -1.0384 -0.5176 2.3476
C -0.4810 -0.0617 1.0989
C 1.0155 -0.1279 1.2127
C 1.1717 -0.4229 -1.1868
C -0.3087 -0.5481 -1.3596
C -0.9698 0.8078 -1.9169
H -0.8218 -1.4879 2.3879
H -0.6854 -0.0215 3.4695
H -2.3173 -0.7882 2.4758
H -0.9665 0.9112 0.8512
H 1.5443 -1.0961 1.3211
H 1.3613 0.5826 2.0600
H 1.4703 -1.3759 -1.2547
H 1.4232 0.1064 -2.1932
H -0.4843 -1.3340 -2.1441
H -0.5900 1.0379 -2.8539
H -0.6939 1.9148 -1.1698
H -2.0056 0.5036 -1.9808
H -0.7380 -1.8530 0.1066
N 1.5468 0.3981 -0.0381
N -1.0522 -0.7607 -0.0484
N 1.4584 1.8368 -0.2383
O 2.1617 2.2961 -0.9467
```

Charges in e, computed with Mulliken, in the same order as the atoms: -1.501, 0.553, -0.705, -1.146, 0.261, -1.419, 0.488, 0.244, 0.280, 0.139, 0.283, 0.341, 0.473, 0.354, 0.422, 0.523, 0.210, 0.360, 0.350, 0.315, -0.474, 0.045, -0.394

[3]
This record from OMol25 describes C2H3F24O2P4Zn as an isolated structure at a distorted geometry. The level of theory is the ωB97M-V functional and the def2-TZVPD basis.

Summary:
* charge: -2
* HOMO-LUMO gap (spin up / spin down): 0.38044 / 0.20440 Ha
* LUMO level (spin up / spin down): 3.7 / -1.1 eV
* spin multiplicity: 2

XYZ file:
```
36
C2H3F24O2P4Zn | OMol25 | the ωB97M-V functional and the def2-TZVPD basis
Zn 16.8391 -9.9990 -2.0830
C 18.5456 -6.5134 -1.1988
C 18.0153 -7.8708 -1.6476
O 17.4610 -8.1921 -2.7018
O 17.9828 -8.8115 -0.8282
H 17.8479 -5.7127 -1.4441
H 19.3966 -6.2855 -1.8406
H 19.0309 -6.5823 -0.2252
P 16.6133 -12.7999 -0.1909
F 16.8952 -11.6537 0.9014
F 17.0873 -11.8683 -1.4566
F 18.0666 -13.3205 0.0839
F 16.1517 -13.9823 -1.1925
F 16.0313 -13.8224 0.9339
F 15.1169 -12.1886 -0.2756
P 14.2849 -10.4973 -4.6168
F 13.1124 -10.6879 -3.5526
F 14.1891 -8.9266 -4.1544
F 15.2756 -10.7132 -3.2897
F 15.6207 -10.2875 -5.5894
F 14.3452 -12.1338 -4.9036
F 13.1706 -10.2867 -5.8101
P 14.2056 -8.5401 -0.2075
F 15.3220 -9.6421 -0.7309
F 13.2771 -8.7272 -1.5123
F 13.3704 -9.6946 0.5748
F 13.1782 -7.4618 0.3521
F 15.2954 -8.3012 1.0688
F 15.0117 -7.3496 -1.0238
P 19.4041 -11.5205 -3.9197
F 18.4340 -12.8004 -4.0380
F 19.6555 -11.7693 -2.3560
F 20.7374 -12.3782 -4.3209
F 20.2623 -10.1039 -3.8665
F 19.0720 -11.2477 -5.5352
F 17.9869 -10.7281 -3.5829
```

Charges in e, computed with Mulliken, in the same order as the atoms: 1.163, -1.272, 1.249, -0.488, -0.390, 0.304, 0.408, 0.353, 1.184, -0.365, -0.121, -0.373, -0.385, -0.385, -0.334, 1.430, -0.352, -0.347, -0.493, -0.368, -0.383, -0.348, 1.313, -0.293, -0.352, -0.361, -0.358, -0.431, -0.404, 1.276, -0.344, -0.322, -0.352, -0.387, -0.377, -0.297

[4]
This record from OMol25 describes a 6-piece molecular cluster, C11H32IN4O5 overall at a distorted geometry. The level of theory is the ωB97M-V functional and the def2-TZVPD basis.

Summary:
* charge: -1
* ΔE to the lowest compared entry with this formula, charge and spin: 0.0 kJ/mol
* HOMO-LUMO gap: 0.32341 Ha
* LUMO level: 2.8 eV

XYZ file:
```
53
C11H32IN4O5 | OMol25 | the ωB97M-V functional and the def2-TZVPD basis
I 1.3294 -0.3996 0.2478
C -0.1631 0.6226 -5.6059
C 0.2437 -0.2840 -4.4519
C 1.6826 -0.3674 -4.3607
O -0.2701 0.1077 -3.2205
H -1.2337 0.7825 -5.4776
H -0.0432 0.1081 -6.5593
H 0.3727 1.5642 -5.4857
H -0.1345 -1.2992 -4.5715
H 2.0688 -0.7430 -5.3083
H 2.0554 -1.0598 -3.6059
H 1.9967 0.6665 -4.2176
H 0.0813 -0.3641 -2.4618
C -0.5227 0.3394 5.2873
C -0.6817 0.4335 3.7542
C -2.1064 0.7499 3.2529
O 0.2560 1.3637 3.1965
H -1.0332 -0.5128 5.7359
H -0.7616 1.2673 5.8068
H 0.5516 0.2183 5.4261
H -0.4799 -0.5697 3.3786
H -2.6993 -0.1639 3.2921
H -2.1830 1.0454 2.2065
H -2.5915 1.5153 3.8587
H 0.5278 1.0131 2.3452
C -1.9766 -2.9408 -0.6977
C -1.5811 -3.4264 0.6782
C -2.3779 -4.5851 1.2717
O -0.1842 -3.6849 0.7097
H -1.2719 -2.2474 -1.1569
H -2.9377 -2.4310 -0.6317
H -2.0743 -3.8492 -1.2921
H -1.6174 -2.5183 1.2800
H -2.2506 -4.5067 2.3514
H -2.0383 -5.5966 1.0487
H -3.4615 -4.5894 1.1542
H 0.2611 -2.8405 0.6087
C 4.5506 2.2415 0.9989
O 5.5432 2.9341 1.1039
N 3.3946 2.6592 0.5863
N 4.5931 0.9860 1.1449
H 3.3002 3.6478 0.4020
H 2.5183 2.1571 0.5745
H 5.4199 0.4764 1.4220
H 3.7409 0.5366 0.8418
C -1.3467 3.0299 -0.5258
O -2.2146 3.8643 -0.5267
N -0.3388 2.9959 0.2468
N -1.3816 2.0281 -1.3549
H -0.1889 3.8107 0.8245
H 0.2083 2.1490 0.1881
H -0.4837 1.6462 -1.6156
H -2.0668 2.0190 -2.0968
```

Charges in e, computed with Mulliken, in the same order as the atoms: -0.394, -1.310, 0.559, -1.405, -0.475, 0.336, 0.379, 0.349, 0.234, 0.387, 0.408, 0.314, 0.009, -1.451, 0.932, -1.057, -0.520, 0.350, 0.332, 0.358, 0.000, 0.311, 0.222, 0.334, 0.141, -0.800, 1.044, -1.432, -0.614, -0.015, 0.308, 0.346, -0.097, 0.346, 0.356, 0.345, 0.114, 0.720, -0.756, -0.286, -0.235, 0.143, 0.236, 0.172, -0.058, 0.517, -0.760, -0.167, -0.174, 0.175, -0.115, 0.154, 0.189